DFT (wB97M-V/def2-TZVPD) results for a molecular structure, C23H48NO2P3Ru in a non-equilibrium geometry.

ORCA input file:
```
! wB97M-V def2-TZVPD RIJCOSX def2/J DEFGRID3
* xyz 4 5
Ru 0.6203 0.6323 0.2682
P 2.1021 -0.8307 0.9915
P 2.0222 2.2971 -0.3420
P -0.5780 -1.8556 -0.3520
H 0.0825 2.6356 -3.5735
C -0.2354 1.6247 -3.3586
C -1.1471 1.4058 -2.3477
H -1.0774 1.9665 -1.3964
C 3.3305 -1.5632 -0.1855
C 2.7753 0.0948 2.4263
C 1.6846 -2.3706 1.9433
C 1.8707 3.7618 -1.4828
C 1.6185 3.0600 1.3552
C 3.8555 2.0165 -0.3199
C -2.1497 -1.8703 -1.2650
C -1.2110 -2.6973 1.1730
C 0.3724 -3.1928 -1.2073
H 0.0664 0.8960 -4.1468
H -2.1463 0.9745 -2.6009
H 4.3642 -1.2599 0.0853
H 3.0948 -1.2696 -1.2215
H 3.2205 -2.6607 -0.1057
H 3.2037 -0.6062 3.1591
H 1.9076 0.6133 2.8685
H 3.5193 0.8190 2.0680
H 1.5110 -3.2282 1.2718
H 0.7345 -2.1078 2.4414
H 2.4322 -2.6359 2.7201
H 2.8549 4.2580 -1.5389
H 1.1361 4.4873 -1.0863
H 1.5482 3.4611 -2.4923
H 2.4892 2.9964 2.0351
H 0.7508 2.5175 1.8109
H 1.3329 4.1135 1.1901
H 4.3854 2.9689 -0.4720
H 4.1105 1.3309 -1.1401
H 4.2007 1.5652 0.6222
H -2.9889 -2.3689 -0.7702
H -2.0326 -2.3995 -2.2121
H -2.3908 -0.8150 -1.3930
H -2.1724 -3.1736 0.9603
H -1.3547 -1.9027 1.9177
H -0.5324 -3.4629 1.5706
H -0.3727 -3.8997 -1.5845
H 1.0772 -3.7433 -0.5767
H 0.9211 -2.7931 -2.0672
C -0.7780 -1.6492 -4.6281
C 0.5266 -1.9202 -5.1084
C 0.4530 -2.7137 -6.2618
C -0.6283 -2.4538 -7.1287
C -1.8054 -1.7977 -6.7036
C -1.9368 -1.4322 -5.3932
O -0.7533 -1.4141 -3.3409
H -0.9276 -0.3370 -3.3818
H 1.4048 -1.8619 -4.4210
H 1.2417 -3.4771 -6.4400
H -0.5898 -2.8258 -8.1584
H -2.6377 -1.5677 -7.3808
H -2.8424 -1.2156 -4.7980
O -1.0032 0.8721 1.4818
C -1.5845 0.8423 2.6060
C -1.0499 0.2382 3.8893
C -0.7039 1.3017 4.8972
C -1.8986 1.8150 5.6890
C -2.9357 2.5342 4.8022
C -3.6161 1.5860 3.7916
N -2.8011 1.3742 2.6147
H -1.8347 -0.4415 4.2558
H -0.1678 -0.3664 3.6441
H -0.0055 0.8837 5.6123
H -0.2015 2.1504 4.4167
H -2.4054 0.9788 6.1989
H -1.5733 2.5197 6.4660
H -3.7265 2.9770 5.4366
H -2.4551 3.3731 4.2514
H -3.8004 0.6193 4.2889
H -4.5733 2.0114 3.4779
H -3.1962 1.6082 1.6842
*
```

Values from the calculation:
ΔE to the lowest compared entry with this formula, charge and spin ... 0.0 kJ/mol
Maximum force ... 0.0948 hartree/bohr
DFT total energy ... -2227.6502 a.u.
HOMO-LUMO gap (spin up / spin down) ... 0.2479 / 0.2314 Eh



DFT (wB97M-V/def2-TZVPD) results for 6 unconnected molecules or ions with the total composition C23H49BNO10.

ORCA input file:
```
! wB97M-V def2-TZVPD RIJCOSX def2/J DEFGRID3
* xyz -1 1
N 4.6976 -3.6180 1.9383
C 3.8128 -3.4892 0.7667
C 4.0213 -4.5337 -0.3185
O 4.0596 -5.8539 0.2803
C 2.9923 -4.4329 -1.4410
B 2.4783 -2.9405 -1.9533
C 1.3620 -2.1808 -1.0003
C 0.1848 -3.0700 -0.6386
C -0.9834 -2.3907 0.1161
C -0.4836 -1.4208 1.1364
O -0.6017 -0.2287 1.0964
O 0.1505 -2.0109 2.2137
C 3.7780 -1.9488 -2.2713
O 3.7426 -0.8051 -1.3854
O 5.0525 -0.1789 -1.3510
H 5.5222 -4.1422 1.6680
H 4.2510 -4.1738 2.6548
H 2.7718 -3.5641 1.1026
H 3.9397 -2.5017 0.3271
H 5.0335 -4.4302 -0.7230
H 3.2023 -5.9857 0.6959
H 2.1554 -5.0840 -1.1478
H 3.4321 -4.9200 -2.3187
H 1.8919 -3.1312 -3.0246
H 1.7935 -1.7425 -0.0892
H 0.9888 -1.3208 -1.5738
H -0.2231 -3.5238 -1.5452
H 0.5352 -3.9045 -0.0194
H -1.6599 -1.8525 -0.5479
H -1.5584 -3.1607 0.6341
H 0.9356 -2.4665 1.8815
H 4.7459 -2.4418 -2.1186
H 3.7556 -1.5566 -3.2898
H 5.3362 -0.4205 -0.4608
C 6.8891 2.4031 -1.9781
C 7.2172 3.5073 -2.9445
O 8.2665 3.5644 -3.5445
C 6.1470 4.5599 -3.1358
H 7.7165 1.7000 -1.9214
H 6.6905 2.8197 -0.9885
H 5.9903 1.8675 -2.2879
H 5.9200 5.0386 -2.1813
H 5.2272 4.0918 -3.4908
H 6.4837 5.3055 -3.8521
C -3.4344 0.8990 2.1052
C -4.4436 1.6537 1.2813
O -5.0723 1.1250 0.3913
C -4.6416 3.1091 1.6305
H -3.3575 -0.1256 1.7542
H -2.4483 1.3582 2.0295
H -3.7363 0.9122 3.1554
H -3.6991 3.6497 1.5295
H -4.9634 3.2165 2.6666
H -5.3878 3.5494 0.9733
C -5.8375 8.0461 3.9591
C -6.1803 6.7651 3.2352
O -5.4630 5.7958 3.2840
C -7.4668 6.7607 2.4432
H -4.8957 7.9289 4.4886
H -5.7592 8.8690 3.2462
H -6.6295 8.2996 4.6663
H -7.4399 7.5426 1.6820
H -8.3122 6.9725 3.1007
H -7.6039 5.7925 1.9689
C 1.5968 1.0924 -3.5540
C 1.3765 0.0834 -4.6588
O 2.1288 -0.8432 -4.8152
C 0.1506 0.2770 -5.5268
H 2.4834 0.8176 -2.9852
H 1.7034 2.0957 -3.9747
H 0.7351 1.1026 -2.8830
H 0.1913 1.2482 -6.0249
H -0.7483 0.2602 -4.9077
H 0.0991 -0.5169 -6.2680
C -5.0161 -4.2983 4.1466
C -4.4910 -3.4181 3.0332
O -3.4052 -3.6042 2.5425
C -5.3898 -2.2892 2.5890
H -4.2836 -5.0653 4.3845
H -5.2197 -3.6957 5.0338
H -5.9554 -4.7655 3.8443
H -5.5747 -1.6206 3.4326
H -6.3522 -2.6759 2.2494
H -4.9172 -1.7355 1.7826
*
```

Values from the calculation:
Maximum force ... 0.0086 hartree/bohr
DFT total energy ... -1737.7111 a.u.
HOMO-LUMO gap ... 0.2551 Eh



DFT (wB97M-V/def2-TZVPD) results for 3 unconnected molecules or ions with the total composition C23H49BrN2O4P.

ORCA input file:
```
! wB97M-V def2-TZVPD RIJCOSX def2/J DEFGRID3
* xyz -1 3
Br -3.7331 0.2690 3.2107
C -2.6495 1.3114 1.9186
C -1.1929 0.8574 1.8618
C -0.8507 0.1551 0.5491
P -1.1417 1.0673 -1.1173
O -1.4217 2.6372 -0.2935
C -0.3472 3.5027 -0.5042
C 0.8997 2.6277 -0.4566
O 0.6033 1.5018 -1.2198
H -2.7814 2.3422 2.2261
H -3.1592 1.1635 0.9733
H -0.5795 1.7562 1.9572
H -0.9639 0.2195 2.7211
H -1.4752 -0.7456 0.4519
H 0.1936 -0.1701 0.5787
H -1.3478 1.7517 -2.3743
H -2.5580 0.7788 -1.0352
H -0.8551 -0.1722 -1.7905
H -0.4223 3.9707 -1.5020
H -0.3481 4.3014 0.2494
H 1.1120 2.3575 0.5924
H 1.7938 3.1332 -0.8491
C -5.7723 -3.7190 -1.9889
C -5.2229 -2.8946 -3.1569
C -5.3862 -3.6174 -4.5044
C -4.4491 -4.8060 -4.6590
C -2.9987 -4.3644 -4.5079
C -2.7217 -3.6724 -3.1640
N -3.7609 -2.5924 -2.9907
O -3.4027 -1.4400 -3.3789
C -2.7288 -4.6840 -2.0157
C -1.3571 -2.9893 -3.1807
C -5.9759 -1.5685 -3.1856
H -6.7123 -4.1879 -2.2888
H -5.1046 -4.4981 -1.6440
H -5.9777 -3.0632 -1.1421
H -5.1743 -2.8926 -5.2965
H -6.4313 -3.9238 -4.6103
H -4.6965 -5.5840 -3.9296
H -4.5907 -5.2535 -5.6462
H -2.3172 -5.2150 -4.6065
H -2.7555 -3.6557 -5.3054
H -2.7960 -4.1749 -1.0538
H -1.7829 -5.2269 -2.0453
H -3.5263 -5.4212 -2.0855
H -1.2632 -2.2975 -4.0125
H -0.5872 -3.7607 -3.2559
H -1.1992 -2.4117 -2.2698
H -5.7387 -0.9800 -2.3001
H -7.0475 -1.7862 -3.1921
H -5.7179 -0.9761 -4.0590
C 3.9373 2.7882 5.0569
C 3.9923 1.6998 3.9810
C 5.2856 0.8678 4.0420
C 6.5138 1.6174 3.5406
C 6.3006 2.1026 2.1100
C 5.0654 3.0058 1.9746
N 3.9072 2.2550 2.5844
O 3.2991 1.4873 1.7675
C 5.3178 4.3724 2.6162
C 4.7210 3.2484 0.5090
C 2.7874 0.7872 4.1896
H 4.3244 2.3838 5.9947
H 4.4998 3.6806 4.8219
H 2.9010 3.0851 5.2235
H 5.1334 -0.0160 3.4155
H 5.4274 0.5206 5.0695
H 6.7484 2.4557 4.2041
H 7.3795 0.9513 3.5707
H 7.1747 2.6521 1.7472
H 6.1589 1.2390 1.4538
H 4.3808 4.9108 2.7634
H 5.9347 4.9511 1.9268
H 5.8525 4.3227 3.5613
H 4.5246 2.3237 -0.0243
H 5.5598 3.7701 0.0419
H 3.8297 3.8718 0.4277
H 1.8618 1.3258 3.9871
H 2.7841 0.4620 5.2333
H 2.8171 -0.0815 3.5382
*
```

Values from the calculation:
Maximum force ... 0.0076 hartree/bohr
DFT total energy ... -4231.4625 a.u.
HOMO-LUMO gap (spin up / spin down) ... 0.2264 / 0.2264 Eh